1.
ORCA calculation (ωB97M-V/def2-TZVPD) on a 4-piece molecular cluster, C24H51BrN4 overall.

Structure (XYZ):
```
80
C24H51BrN4, DFT ωB97M-V/def2-TZVPD
C 20.06573 9.48126 10.01979
C 19.31425 10.23798 11.08302
N 20.02892 10.24902 12.39549
C 20.82545 9.24144 12.88236
C 21.23189 9.61044 14.11619
N 20.71076 10.86368 14.34063
C 19.96441 11.21510 13.30167
C 20.82305 11.65579 15.57527
H 19.41985 9.39208 9.14218
H 20.30523 8.46079 10.31039
H 20.95035 9.99682 9.64939
H 18.31360 9.87797 11.31798
H 19.18551 11.28423 10.81784
H 20.98495 8.32670 12.34473
H 21.89088 9.17972 14.84898
H 19.33211 12.08893 13.23008
H 21.65755 11.26358 16.14929
H 19.88454 11.62128 16.11484
H 21.10834 12.66805 15.29851
C 15.76983 13.86871 7.52918
C 17.07352 14.58842 7.81445
C 17.35488 14.61440 9.30760
C 18.50815 15.54934 9.64825
N 18.87147 15.58784 11.11065
C 19.98837 16.60318 11.31036
C 21.28639 15.82791 11.01678
C 20.92661 14.32683 11.10624
C 19.47505 14.31560 11.58736
C 17.68323 15.97322 11.93215
H 14.94937 14.42018 7.99302
H 15.75541 12.85929 7.94344
H 15.56736 13.78410 6.46307
H 17.00477 15.61598 7.44795
H 17.90267 14.11147 7.28541
H 17.56085 13.61551 9.70654
H 16.45795 14.92504 9.85077
H 18.30654 16.57767 9.35029
H 19.41606 15.24203 9.12087
H 19.95557 16.90606 12.35139
H 19.82352 17.42451 10.62350
H 22.04864 16.09494 11.74869
H 21.71006 16.13952 10.06384
H 21.55003 13.80587 11.82791
H 21.00553 13.86894 10.12223
H 19.40864 14.35080 12.67570
H 18.87299 13.47858 11.24629
H 17.21185 16.83183 11.45791
H 18.02686 16.25177 12.92357
H 16.98873 15.13830 11.98856
C 15.27257 6.16383 10.64235
C 14.35575 7.13319 11.35511
C 15.02817 7.98042 12.42704
C 15.50175 7.11166 13.56608
N 16.02561 7.85888 14.75993
C 14.91742 8.50498 15.56251
C 15.38485 8.47978 17.02276
C 16.70807 7.68358 17.03758
C 16.68199 6.91435 15.73760
C 16.99844 8.90164 14.32722
H 16.16549 6.67731 10.27622
H 14.76371 5.68563 9.80929
H 15.61401 5.35104 11.29224
H 13.45719 6.62931 11.72032
H 13.96466 7.83650 10.61044
H 14.31589 8.72400 12.79360
H 15.86583 8.52438 11.98900
H 16.31514 6.45812 13.23959
H 14.70196 6.47292 13.94029
H 14.74421 9.50039 15.16316
H 14.00768 7.92737 15.41603
H 15.48029 9.47438 17.45136
H 14.63980 7.96923 17.63133
H 17.55956 8.36065 17.10479
H 16.74367 7.05502 17.92288
H 17.62850 6.61340 15.29925
H 15.98946 6.07543 15.82067
H 16.44137 9.68448 13.82034
H 17.66462 8.44099 13.59946
H 17.49940 9.33469 15.18496
Br 16.65101 12.15815 12.39157
```

Output
E_HOMO in Eh: -0.4712
2S+1: 1
LUMO in eV: -4.343
Total charge: +2
Orbital gap in eV: 8.477

=====

2.
ORCA calculation (ωB97M-V/def2-TZVPD) on one molecule with the formula C21H26N2O3S.

Structure (XYZ):
```
53
C21H26N2O3S, DFT ωB97M-V/def2-TZVPD
C 1.07035 -4.88506 -3.52318
O 0.85844 -3.63439 -4.13445
C 0.21540 -2.66770 -3.42573
C 0.01824 -1.45349 -4.08849
C -0.62599 -0.41395 -3.45366
C -1.08324 -0.56035 -2.15278
C -0.89408 -1.76055 -1.48871
C -1.33305 -1.94644 -0.06037
N -0.18637 -1.99512 0.82531
C 0.56459 -0.79119 1.07141
C 0.62446 -0.54842 2.58959
C 1.40588 0.74095 2.83901
O 2.58262 0.76657 3.12412
N 0.65303 1.85587 2.69820
C 1.22503 3.18000 2.69045
C 1.40175 3.72399 1.25960
C 0.09807 3.92943 0.56891
C -0.61463 5.07553 0.42486
C -1.83396 4.89966 -0.27304
C -2.05741 3.61897 -0.66101
C -3.21274 3.05460 -1.40709
S -0.74399 2.59345 -0.16292
C 1.27744 -1.75722 3.27298
C 1.38603 -2.96833 2.33761
C 0.16373 -3.13726 1.45925
O -0.43318 -4.18739 1.31724
C -0.24311 -2.81225 -2.12335
H 1.58556 -5.49208 -4.26599
H 1.69729 -4.79596 -2.63037
H 0.12485 -5.36613 -3.25421
H 0.38000 -1.35663 -5.09972
H -0.77192 0.52092 -3.97432
H -1.58648 0.25774 -1.65890
H -1.99620 -1.13121 0.24823
H -1.85207 -2.90155 0.05981
H 0.07466 0.03679 0.55629
H 1.58440 -0.87669 0.67746
H -0.40119 -0.41768 2.94877
H -0.29806 1.76982 2.37484
H 2.20192 3.10276 3.17158
H 0.58443 3.85263 3.26787
H 2.01846 3.01860 0.69835
H 1.92767 4.67849 1.31501
H -0.27838 6.02720 0.79678
H -2.51715 5.70401 -0.48086
H -3.72212 2.29160 -0.81784
H -2.88399 2.59270 -2.33820
H -3.92185 3.84508 -1.64074
H 2.27881 -1.47010 3.60172
H 0.70008 -2.03301 4.15590
H 2.24887 -2.84809 1.67755
H 1.52840 -3.88270 2.91306
H -0.10929 -3.73274 -1.57707
```

Output
E_HOMO in Eh: -0.3157
2S+1: 1
Structure (SMILES): COc1cccc(CN2C[C@H](C(=O)NCCc3ccc(C)s3)CCC2=O)c1
LUMO in eV: 0.517
Orbital gap in eV: 9.107

=====

3.
ORCA calculation (ωB97M-V/def2-TZVPD) on a 2-piece molecular cluster, C4H12NO2 overall in a non-equilibrium geometry.

Structure (XYZ):
```
19
C4H12NO2, DFT ωB97M-V/def2-TZVPD
C -1.28996 -1.15174 -0.06988
N -0.75374 -0.32937 1.04430
C -0.92994 2.04633 0.26237
C -0.03258 0.90368 0.60277
C 0.98581 0.62918 -0.54196
O 2.09557 -0.21882 -0.07715
H -1.97671 -0.59928 -0.74479
H -0.42341 -1.41781 -0.77645
H -1.77951 -2.09381 0.31671
H -0.45861 -0.78642 1.94815
H -0.33567 2.95845 0.14908
H -1.65143 2.15659 1.05049
H -1.56691 1.82997 -0.72538
H 0.60991 1.25026 1.43427
H 1.45744 1.51067 -1.03077
H 0.54803 0.22283 -1.55715
H 2.31874 -1.64139 -0.51279
H 1.23100 -2.59468 -0.06717
O 1.95197 -2.67466 -0.70462
```

Output
E_HOMO in Eh: -0.1142
2S+1: 1
LUMO in eV: 4.026
Total charge: -1
Orbital gap in eV: 7.133

=====

4.
ORCA calculation (ωB97M-V/def2-TZVPD) on C30H35FeN6O5SbTe as an isolated structure in a non-equilibrium geometry.

Structure (XYZ):
```
79
C30H35FeN6O5SbTe, DFT ωB97M-V/def2-TZVPD
Fe -1.48056 -0.43716 -0.90708
O -1.67954 -0.38488 1.23911
N -2.73353 0.06983 1.76647
N -3.72587 0.21266 0.93717
O -3.62698 -0.09313 -0.33843
C -4.95606 0.72664 1.44095
C -5.10331 1.06646 2.78442
C -6.31678 1.56053 3.22476
C -7.38248 1.72050 2.34615
C -7.22432 1.37966 1.01285
C -6.01382 0.88135 0.54892
H -4.27335 0.94061 3.45923
H -6.43094 1.82508 4.26959
H -8.32907 2.10926 2.70333
H -8.04754 1.50004 0.31879
H -5.86122 0.60672 -0.48843
N -1.68151 2.01114 -0.58775
N -1.06684 2.60024 -1.70688
C -0.58209 1.72598 -2.71862
O -0.34535 2.23992 -3.82122
O -0.41707 0.51577 -2.35480
H -2.68399 2.05934 -0.61998
H -1.32472 2.41855 0.26834
H -1.49884 3.41839 -2.08157
C 3.50748 -3.27370 -0.45167
C 3.92289 -2.48248 0.75491
C 5.00167 -2.94397 1.50990
C 5.46607 -2.26427 2.62719
C 4.85223 -1.07921 2.99209
C 3.77750 -0.61311 2.24490
C 3.27572 -1.29885 1.14299
Sb 1.57232 -0.46233 0.02369
C 2.89410 -0.00300 -1.65760
C 2.38635 -0.44036 -2.88130
C 3.11021 -0.31633 -4.05619
C 4.37429 0.25099 -4.02324
C 4.89215 0.68338 -2.81323
C 4.17478 0.55984 -1.62277
C 4.85059 1.01969 -0.35603
C 1.62674 1.56107 1.02870
C 1.82928 2.68640 0.22822
C 1.51576 3.97277 0.65143
C 0.97341 4.16154 1.91403
C 0.73227 3.05060 2.71371
C 1.03669 1.76065 2.28237
C 0.63384 0.59161 3.14650
H 4.25817 -4.03151 -0.68517
H 3.38078 -2.63242 -1.32863
H 2.53700 -3.75219 -0.29525
H 5.49162 -3.86170 1.19950
H 6.30837 -2.65013 3.19232
H 5.21197 -0.50757 3.84117
H 3.34808 0.35002 2.50797
H 1.39306 -0.87695 -2.91310
H 2.67673 -0.65121 -4.99132
H 4.95354 0.36375 -4.93399
H 5.88214 1.13120 -2.78027
H 5.41538 1.93650 -0.54321
H 5.54799 0.25843 0.00642
H 4.13744 1.21527 0.44029
H 2.22720 2.55704 -0.77539
H 1.68160 4.81569 -0.01075
H 0.72058 5.15516 2.26756
H 0.27647 3.18353 3.69136
H 0.09275 0.94124 4.02812
H 1.48497 -0.00439 3.48614
H -0.02265 -0.08343 2.58744
C -4.53823 -3.90882 -1.28314
N -4.13764 -2.58855 -1.72409
C -3.20513 -2.36046 -2.66859
N -2.85457 -3.43392 -3.45842
O -2.75800 -1.23593 -2.89452
H -5.32109 -3.80381 -0.53124
H -3.68900 -4.44287 -0.83779
H -4.94698 -4.48984 -2.11449
H -4.27487 -1.81020 -1.09767
H -2.67866 -4.25488 -2.88687
H -1.96836 -3.19009 -3.88253
Te -0.25120 -3.13138 -0.70580
```

Output
E_HOMO (spin up / spin down) in Eh: 0.0145 / 0.0134
⟨S²⟩: 6.011
2S+1: 5
LUMO (spin up / spin down) in eV: 4.037 / 4.037
Total charge: -2
Orbital gap (spin up / spin down) in eV: 3.642 / 3.671

=====

5.
ORCA calculation (ωB97M-V/def2-TZVPD) on C21H19F16N2O5PS2 as an isolated structure in a non-equilibrium geometry.

Structure (XYZ):
```
66
C21H19F16N2O5PS2, DFT ωB97M-V/def2-TZVPD
C 1.51664 1.68827 -3.77470
C 0.58641 1.08578 -4.23565
C -0.53613 0.20883 -4.61527
C -0.30981 -1.28482 -4.32300
C 0.19705 -1.57406 -2.91116
C 0.71775 -2.98111 -2.66752
C 0.11669 -3.67712 -1.66649
C 0.52437 -4.98753 -1.31360
N 0.03857 -5.75987 -0.33578
S 0.88208 -7.12729 -0.38054
N 1.88689 -6.83840 -1.60732
C 1.57982 -5.61206 -2.02948
C 2.21707 -4.89051 -3.08616
O 3.20735 -5.55222 -3.77138
C 1.81781 -3.61997 -3.39351
P 2.73398 -2.78496 -4.70384
O 2.67653 -1.24664 -4.29146
O 4.29379 -3.17120 -4.53116
S 2.15323 -3.17853 -6.50849
H 2.34932 2.20367 -3.36101
H -0.72710 0.36157 -5.67930
H -1.41048 0.58370 -4.07701
H 0.29789 -1.72466 -5.10981
H -1.29714 -1.74613 -4.41820
H -0.65581 -1.45925 -2.24008
H 0.94425 -0.85248 -2.57645
H -0.68667 -3.23639 -1.08969
H 4.05625 -5.28341 -3.39909
H 3.31153 -0.75403 -4.83096
H 4.53333 -3.62333 -5.35436
C -0.64514 -1.95203 3.34618
C -0.41669 -1.33825 1.95492
C -0.25779 0.18012 1.87705
F -1.37851 0.80600 2.28977
F -0.03660 0.53568 0.58962
F -1.38754 -1.74925 1.11091
F 0.75930 -1.85586 1.49982
O -1.97630 -2.28595 3.69988
C -2.81100 -1.38146 4.30805
C -4.05345 -1.10301 3.45581
F -3.70320 -0.58049 2.26478
F -4.83406 -0.20510 4.09832
F -2.17469 -0.24474 4.64245
F -3.24634 -1.94566 5.45631
H -0.13562 -2.91390 3.30849
H -0.14900 -1.37410 4.12618
H 0.58883 0.51787 2.48084
H -4.61477 -2.02478 3.29318
C -1.28104 4.23033 2.63756
C -0.10602 3.94206 3.58739
C 0.06377 4.85584 4.80310
F 0.31288 6.12465 4.43035
F 1.11923 4.42065 5.53099
F 1.04666 3.87818 2.88713
F -0.33350 2.69687 4.10120
O -0.99232 4.93312 1.44128
C -1.01641 6.30457 1.38315
C 0.35174 6.87254 0.99288
F 1.28288 6.52860 1.90323
F 0.27360 8.22125 0.95458
F -1.47637 6.85467 2.52063
F -1.87599 6.64970 0.39904
H -1.60301 3.24911 2.29240
H -2.13040 4.66031 3.16869
H -0.82905 4.83035 5.43356
H 0.65043 6.49625 0.01274
```

Output
E_HOMO in Eh: -0.3268
2S+1: 1
LUMO in eV: -0.795
Orbital gap in eV: 8.098

=====

6.
ORCA calculation (ωB97M-V/def2-TZVPD) on a 3-piece molecular cluster, C27H59BF2IN10O5P2 overall in a non-equilibrium geometry.

Structure (XYZ):
```
107
C27H59BF2IN10O5P2, DFT ωB97M-V/def2-TZVPD
C 4.42651 -2.66872 0.57057
C 4.17035 -3.64526 -0.58993
C 2.95958 -4.55784 -0.32523
C 1.66012 -3.79375 -0.10958
N 0.90470 -3.66394 -1.39634
C 0.47022 -2.33119 -1.62567
C 1.25725 -1.34671 -2.19884
C 0.73073 -0.06857 -2.37690
I 2.02257 1.33154 -3.22661
C -0.57232 0.20023 -1.99995
C -1.20306 1.58435 -2.15105
N -2.06093 1.75164 -3.30485
C -1.42769 1.49618 -4.58738
N -1.32661 -0.80910 -1.46269
N -2.64740 -0.49185 -1.12046
C -3.65596 -1.03919 -1.93962
O -4.69007 -1.45476 -1.56247
F -3.30296 -1.07469 -3.21886
C -2.96713 -0.28938 0.24420
O -3.89805 0.33824 0.58973
F -2.10359 -0.81120 1.09925
C -0.82033 -2.04606 -1.27129
B -1.63557 -3.30423 -0.66427
O -1.56488 -3.58239 0.66367
C -2.43393 -4.18439 -1.69526
C -2.38784 -5.69802 -1.36616
H 3.98256 -3.08722 1.47531
H 5.48304 -2.48120 0.72573
H 3.89927 -1.72863 0.40140
H 5.03164 -4.30961 -0.65379
H 4.06029 -3.13906 -1.55133
H 3.20862 -5.20973 0.50958
H 2.86295 -5.20390 -1.20218
H 1.02352 -4.31896 0.60165
H 1.84009 -2.80286 0.30974
H 1.50102 -3.90956 -2.17818
H 2.27232 -1.55460 -2.50994
H -1.80707 1.78280 -1.26544
H -0.44313 2.36203 -2.18036
H -2.90396 1.20451 -3.22568
H -2.17294 1.62419 -5.37130
H -0.65851 2.24049 -4.77687
H -1.02645 0.48045 -4.70961
H -2.42598 -3.95757 0.89511
H -3.45661 -3.82388 -1.84018
H -1.93378 -4.04117 -2.65828
H -2.38538 -6.24762 -2.30332
H -3.27442 -5.97378 -0.80128
H -1.47356 -5.94819 -0.83462
O 1.20262 -5.26064 5.10078
P 0.46991 -3.96632 5.25100
N 1.75290 -2.92201 5.70514
C 1.76021 -1.80784 6.62917
C 2.86120 -2.83680 4.76743
N -0.59069 -4.40744 6.55624
C -0.36319 -4.05895 7.95415
C -1.10398 -5.76845 6.46090
N -0.64980 -2.81473 4.68734
C -0.52362 -2.47962 3.27200
C -1.33445 -1.79890 5.44070
H 1.72570 -0.83569 6.11447
H 2.67932 -1.83354 7.22178
H 0.93769 -1.82560 7.33715
H 2.63739 -2.15488 3.93156
H 3.09276 -3.81831 4.35255
H 3.76440 -2.48067 5.26645
H 0.51885 -3.44158 8.09930
H -0.20610 -4.94626 8.57487
H -1.22907 -3.52336 8.36214
H -0.38867 -6.50462 6.84267
H -1.32486 -6.03421 5.42660
H -2.03167 -5.85502 7.03096
H 0.19743 -1.66014 3.10798
H -1.48130 -2.18590 2.84925
H -0.17376 -3.34327 2.70643
H -0.82028 -0.83279 5.36178
H -1.44250 -2.04974 6.49203
H -2.34782 -1.66518 5.04630
O -0.29756 4.28905 -3.37258
P -0.03653 5.74379 -3.64975
N 1.13339 6.08058 -2.44365
C 1.34650 7.27282 -1.64931
C 2.32133 5.24608 -2.50366
N -1.62127 6.36387 -3.30731
C -1.99928 7.00391 -2.05260
C -2.70113 5.50259 -3.77308
N 0.27031 7.01367 -4.72159
C 1.28568 6.74609 -5.74362
C 0.07268 8.42355 -4.49841
H 2.18543 7.87832 -2.01973
H 1.57727 6.98533 -0.61921
H 0.47810 7.92225 -1.60061
H 3.03646 5.59011 -3.26428
H 2.00775 4.23174 -2.75024
H 2.83682 5.21434 -1.54128
H -1.16696 7.10619 -1.36119
H -2.76075 6.42978 -1.51476
H -2.41405 8.00074 -2.24117
H -2.90868 4.68679 -3.07090
H -2.45637 5.05042 -4.73510
H -3.61210 6.08992 -3.90561
H 2.29870 6.98914 -5.39280
H 1.08835 7.32068 -6.64993
H 1.27845 5.69059 -6.02558
H 1.00794 8.90655 -4.19287
H -0.68844 8.63469 -3.75285
H -0.25785 8.90105 -5.42564
```

Output
E_HOMO in Eh: -0.3525
2S+1: 1
LUMO in eV: -4.320
Total charge: +1
Orbital gap in eV: 5.272

=====

7.
ORCA calculation (ωB97M-V/def2-TZVPD) on C4H7NO3 as an isolated structure in a non-equilibrium geometry.

Structure (XYZ):
```
15
C4H7NO3, DFT ωB97M-V/def2-TZVPD
C -1.20637 -0.52457 -0.29422
C 0.77347 -1.08446 0.40441
C 1.59066 0.02368 -0.39082
C 0.68652 1.08346 -0.07860
H -2.67076 1.20114 0.47425
H 0.36460 -0.70941 1.49074
H 1.49562 -2.00648 0.53066
H 1.91689 -0.10322 -1.46330
H 2.43099 0.17234 0.21454
H 0.87042 1.89224 -0.82142
H 0.68409 1.26958 0.95935
N -2.45662 -0.85460 -0.40658
O -3.39298 0.29026 0.09332
O -0.36147 -1.46802 -0.40405
O -0.72503 0.81805 -0.30831
```

Output
E_HOMO in Eh: -0.3252
2S+1: 1
LUMO in eV: 0.467
Orbital gap in eV: 9.314

=====

8.
ORCA calculation (ωB97M-V/def2-TZVPD) on C5H10O as an isolated structure.

Structure (XYZ):
```
16
C5H10O, DFT ωB97M-V/def2-TZVPD
C 0.20461 -1.43565 0.88684
C 0.85403 -0.08008 0.66769
C -0.54746 1.34496 0.63607
C 0.09347 0.89325 -0.50105
C -0.64137 0.06333 -1.71781
O -0.95556 0.97755 -2.55781
H -0.12978 -1.87479 -0.05457
H -0.64675 -1.38551 1.57187
H 0.94618 -2.10814 1.33056
H 1.77081 -0.16028 0.07349
H 1.18538 0.36260 1.61723
H -0.33263 2.30728 1.10042
H -1.32774 0.74055 1.09505
H 0.82725 1.57038 -0.93531
H 0.13166 -0.70609 -2.00697
H -1.46020 -0.49563 -1.18706
```

Output
E_HOMO in Eh: -0.2756
2S+1: 1
LUMO in eV: -0.505
Orbital gap in eV: 6.994

=====

9.
ORCA calculation (ωB97M-V/def2-TZVPD) on C3H9N3O2 as an isolated structure in a non-equilibrium geometry.

Structure (XYZ):
```
17
C3H9N3O2, DFT ωB97M-V/def2-TZVPD
C -1.45053 0.30552 -0.59019
C 0.02193 0.74256 -0.63109
C 0.88104 -0.25178 0.26483
N 0.80562 -0.04374 1.58286
N 0.71803 -1.57174 -0.09240
N 2.60968 0.26134 -0.14659
O 3.05614 0.92782 0.81973
O 3.10247 0.07001 -1.19786
H -1.65914 -0.66006 -1.13965
H -1.62188 0.20922 0.50253
H -2.06395 1.04873 -1.09840
H 0.27209 1.79157 -0.22216
H 0.22168 0.80236 -1.82996
H 1.47159 0.66302 1.76113
H 1.12195 -0.88336 2.13453
H 1.04436 -2.23956 0.57828
H 0.74565 -1.73148 -1.03215
```

Output
E_HOMO in Eh: -0.3317
2S+1: 1
LUMO in eV: 0.741
Orbital gap in eV: 9.766